[1]
Formula: C4H12NO3
Source: OMol25
Level of theory: ωB97M-V/def2-TZVPD

## Properties
Total charge: -1
Lowest unoccupied orbital energy, eV: 3.7
Energy, eV: -11972.94875
E_HOMO, eV: -3.412
Frontier orbital gap, eV: 7.1

Bonds (Å) are listed after each position.
Geometry (Å):
1 C -1.247 0.809 -1.493  N2 1.530, H8 1.134, H9 1.168, H10 1.125
2 N 0.148 0.495 -0.948  C1 1.530, C3 1.522, H11 1.010
3 C 0.388 -0.476 0.199  N2 1.522, C4 1.459, C6 1.580, H12 1.232
4 C 0.024 0.073 1.501  C3 1.459, O5 1.425, H13 1.066, H14 1.085
5 O -0.251 -1.033 2.356  C4 1.425, H15 1.203
6 C -0.568 -1.715 -0.017  C3 1.580, O7 1.398, H16 1.052, H17 1.182
7 O 0.200 -2.764 0.498  C6 1.398
8 H -1.413 1.218 -2.537  C1 1.134
9 H -1.912 -0.151 -1.504  C1 1.168
10 H -1.573 1.657 -0.828  C1 1.125
11 H 0.618 0.209 -1.795  N2 1.010
12 H 1.511 -0.978 0.133  C3 1.232
13 H 0.822 0.639 1.924  C4 1.066
14 H -0.884 0.661 1.421  C4 1.085
15 H -0.059 -2.045 1.735  O5 1.203
16 H -1.572 -1.720 0.301  C6 1.052
17 H -0.653 -1.924 -1.177  C6 1.182
18 H 1.916 2.321 0.866  O20 1.036
19 H 2.052 2.086 -0.671  O20 0.983
20 O 2.454 2.635 0.038  H18 1.036, H19 0.983

Löwdin atomic charge list, values in e, 2 entries:
1 C -0.144
2 N -0.115

[2]
Formula: C5H12O
Source: OMol25
Level of theory: ωB97M-V/def2-TZVPD

## Properties
Total charge: 0
Lowest unoccupied orbital energy, eV: 0.8
Energy, eV: -7422.56628
E_HOMO, eV: -6.662
Frontier orbital gap, eV: 7.4

Bonds (Å) are listed after each position.
Geometry (Å):
1 C 1.962 -0.379 -0.939  C2 1.509, H7 1.102, H8 1.093, H9 1.102
2 C 0.869 -0.726 0.041  C1 1.509, C3 1.437, H10 1.333, H11 1.088
3 C -0.487 -0.371 -0.280  C2 1.437, C4 1.490, O6 1.321
4 C -1.628 -0.994 0.449  C3 1.490, H12 1.090, H13 1.098, H14 1.090
5 C -0.510 1.605 0.990  H15 1.101, H16 1.097, H17 1.101
6 O -0.826 0.181 -1.431  C3 1.321, H18 0.971
7 H 1.863 -0.869 -1.921  C1 1.102
8 H 2.933 -0.682 -0.538  C1 1.093
9 H 2.030 0.709 -1.107  C1 1.102
10 H 0.459 0.350 0.713  C2 1.333
11 H 0.965 -1.636 0.629  C2 1.088
12 H -1.375 -1.125 1.502  C4 1.090
13 H -1.798 -1.980 -0.003  C4 1.098
14 H -2.531 -0.390 0.354  C4 1.090
15 H -0.530 1.553 2.089  C5 1.101
16 H -1.522 1.867 0.656  C5 1.097
17 H 0.150 2.438 0.702  C5 1.101
18 H -0.024 0.449 -1.906  O6 0.971

Löwdin atomic charge list, values in e, 2 entries:
1 C -0.115
2 C -0.238